1.
Formula: C21H61NO10S9
Source: OMol25
Level of theory: ωB97M-V/def2-TZVPD

```
102
Properties=species:S:1:pos:R:3:forces:R:3:mulliken_charge:R:1
C 1.98584 0.41604 0.12576 0.85 -0.29 0.52 -1.0216
C 0.61638 0.59684 -0.36555 -0.76 0.83 -0.36 0.7742
O 0.31295 1.55627 -1.04327 -0.23 0.66 -0.65 -0.6640
N -0.32365 -0.25288 0.08483 -1.64 -1.00 0.39 -0.1780
C -1.74741 -0.18119 -0.28024 0.10 0.39 -0.24 -0.8697
H 1.94658 0.70987 1.17466 0.26 -0.25 0.19 0.2381
H 2.67842 1.09834 -0.36710 -0.17 -0.26 -0.16 0.2908
H 2.28930 -0.62656 0.03089 0.28 0.07 0.18 0.3313
H -0.11034 -1.13356 0.53093 0.55 0.31 0.01 0.2010
H -2.40991 -0.22281 0.58433 0.29 -0.47 0.24 0.2966
H -1.97453 -0.98336 -0.98241 -0.22 0.00 0.08 0.2936
H -2.04086 0.76351 -0.73797 0.68 -0.01 -0.21 0.3084
C 1.29285 -7.26258 3.29000 0.51 1.26 0.34 -0.9231
S 1.65138 -6.21622 1.79273 -0.58 0.28 0.25 0.4811
O 0.78167 -4.99336 2.04773 1.30 -1.03 -0.21 -0.5999
C 3.44250 -5.80576 2.09063 -0.28 -0.92 1.06 -0.8799
H 0.21124 -7.39517 3.31581 0.16 -0.36 -0.42 0.3079
H 1.49216 -6.59761 4.13035 0.11 0.19 0.06 0.3004
H 1.89144 -8.15502 3.47259 -0.19 -0.11 -0.64 0.3634
H 4.07148 -5.60978 1.22225 -0.77 0.73 -0.21 0.3314
H 3.94843 -6.68334 2.49315 -0.38 -0.44 0.17 0.3123
H 3.46759 -5.09177 2.91385 0.10 0.45 -0.43 0.3046
C -1.88670 2.75804 7.54628 0.71 -0.69 0.01 -0.8402
S -0.12082 2.21285 7.78427 0.26 2.27 -0.21 0.4824
O 0.58576 3.41409 8.43978 -0.97 -1.96 -1.23 -0.6045
C 0.39967 2.17350 5.98792 0.57 0.46 0.37 -0.9139
H -2.30145 2.70987 8.55314 -0.10 0.06 -0.14 0.2933
H -2.36085 2.02392 6.89486 -0.09 -0.11 0.12 0.3301
H -2.02395 3.74862 7.11267 0.51 0.02 0.12 0.2859
H 0.22808 3.14349 5.52124 -0.39 -0.02 0.10 0.2903
H 0.04153 1.35055 5.36938 -0.58 0.01 0.40 0.3615
H 1.48390 2.06237 5.97401 0.08 -0.04 0.46 0.3156
C 1.00368 4.09381 -6.86507 0.47 0.02 0.56 -0.9459
S 0.81571 2.29073 -6.66647 0.76 0.23 -2.79 0.5193
O 1.14207 1.70495 -8.05429 -0.80 0.62 2.17 -0.6431
C -0.96475 2.28862 -6.43027 -0.99 0.36 0.00 -0.8918
H 2.05161 4.29779 -7.08491 0.10 -0.25 0.31 0.3236
H 0.74882 4.48473 -5.88002 0.07 0.32 0.00 0.3413
H 0.45905 4.62378 -7.64648 -0.54 -0.68 -0.03 0.3308
H -1.33854 1.37637 -6.89521 0.04 -0.05 0.29 0.3229
H -1.51731 3.13448 -6.83927 0.45 0.07 -0.74 0.3042
H -1.24987 2.38596 -5.38274 0.45 -0.66 0.26 0.3388
C 4.78609 6.73192 0.89056 -0.44 -0.65 -0.87 -0.8720
S 5.47159 7.39674 -0.70617 0.89 -1.67 -0.74 0.4742
O 5.90080 6.20973 -1.62102 -1.20 2.07 1.89 -0.6162
C 4.00091 8.17113 -1.47000 0.48 -0.09 0.27 -0.8044
H 5.53483 6.13946 1.41638 0.41 0.45 -0.20 0.3108
H 4.01195 6.00098 0.65706 -0.25 0.15 -0.18 0.2831
H 4.37329 7.50707 1.53620 0.20 0.17 -0.23 0.3320
H 3.39331 7.42064 -1.97567 0.05 0.05 0.11 0.2838
H 4.44455 8.87806 -2.17110 -0.12 -0.22 -0.23 0.2852
H 3.43916 8.77084 -0.75385 -0.03 -0.26 0.17 0.3243
C -9.32838 -3.15188 -3.53139 -0.73 -0.46 0.47 -0.9239
S -8.43973 -1.59951 -3.84269 1.57 -1.08 0.96 0.4966
O -7.76348 -1.15577 -2.55309 -0.95 -0.57 -1.54 -0.5996
C -7.18070 -2.57351 -4.78864 0.14 0.58 -0.66 -0.9270
H -8.74478 -3.88925 -2.98020 0.40 0.40 0.21 0.3197
H -9.59226 -3.66976 -4.45349 -0.08 0.47 -0.25 0.3488
H -10.24348 -2.97451 -2.96638 0.05 0.21 -0.02 0.3140
H -7.63982 -3.16114 -5.58362 -0.39 -0.02 0.19 0.3374
H -6.61634 -3.24332 -4.13983 -0.13 0.25 0.23 0.3152
H -6.51435 -1.90525 -5.33408 0.15 0.21 0.42 0.3185
C 3.79355 -5.71313 -4.24710 0.44 0.98 -0.34 -0.8238
S 2.38484 -5.49941 -5.34957 -0.86 -2.63 2.07 0.4929
O 1.79773 -6.92622 -5.24632 0.18 2.26 -0.71 -0.6228
C 1.49315 -4.41126 -4.14688 -0.15 -0.18 -0.42 -0.8672
H 4.05226 -4.70940 -3.90990 0.54 -0.02 -0.06 0.3136
H 4.58537 -6.16812 -4.84216 0.05 0.04 0.26 0.3100
H 3.54751 -6.30503 -3.36550 -0.36 -0.17 -0.37 0.2691
H 0.48175 -4.26066 -4.52434 0.08 0.02 0.00 0.3111
H 2.00843 -3.45396 -4.06832 0.03 0.02 -0.26 0.3592
H 1.45091 -4.84960 -3.14979 0.06 -0.33 -0.17 0.2599
C -2.68951 6.96844 1.02581 -0.05 0.15 0.66 -0.8809
S -1.74502 7.75521 2.40921 -0.19 0.04 -0.37 0.5144
O -1.11062 9.01308 1.89554 -0.79 -0.68 0.32 -0.6099
C -3.25900 8.07401 3.38569 -0.37 0.33 0.34 -0.9606
H -2.01870 6.43988 0.34851 0.06 0.46 -0.05 0.3097
H -3.30340 7.74724 0.57336 0.29 0.00 -0.30 0.3088
H -3.37069 6.22560 1.44087 0.09 -0.03 0.19 0.3211
H -4.01520 8.70742 2.92195 0.17 -0.10 -0.60 0.3366
H -3.09607 8.55463 4.35035 0.72 -0.08 -0.07 0.3277
H -3.69990 7.10175 3.60578 0.07 -0.09 -0.13 0.3316
C 8.55260 0.46699 1.76577 -0.84 0.45 -0.87 -0.8959
S 9.02893 -0.94439 0.63834 -0.25 0.10 -2.04 0.4652
O 7.86259 -1.37760 -0.26554 1.33 0.98 1.86 -0.5871
C 10.13332 0.00232 -0.56049 -0.03 0.33 0.92 -0.8804
H 8.10382 1.26410 1.17305 -0.14 -0.13 -0.34 0.2996
H 9.30591 0.98849 2.35625 0.59 -0.75 -0.14 0.3589
H 7.76554 0.11956 2.43504 0.15 -0.35 -0.06 0.3018
H 9.55333 0.70762 -1.15569 -0.34 -0.17 0.19 0.3050
H 10.71294 -0.62237 -1.24014 -0.46 -0.53 0.26 0.3100
H 10.86722 0.56903 0.01251 -0.04 0.05 0.21 0.3227
C -8.27479 -7.26335 3.63711 0.01 0.26 0.30 -0.8857
S -6.55756 -6.89476 4.10279 -0.04 -0.12 -0.03 0.4997
O -5.71572 -8.06078 3.70554 -0.27 0.39 -0.06 -0.6039
C -6.21498 -5.54057 2.92790 -0.56 -0.41 -0.50 -0.8919
H -8.84031 -6.33618 3.73011 0.01 0.12 -0.37 0.3241
H -8.71735 -7.91851 4.38746 0.37 -0.23 -0.02 0.3096
H -8.33790 -7.72709 2.65270 0.07 0.19 -0.01 0.3017
H -5.16307 -5.29227 3.06903 -0.21 0.18 -0.01 0.2896
H -6.90509 -4.70331 3.03207 0.25 0.15 0.73 0.3504
H -6.40892 -5.83869 1.89756 0.37 -0.54 -0.03 0.3064
```
Positions in Å, forces in eV/Å.

Values from the calculation:
lowest unoccupied orbital energy	0.04	eV
M	776.32	Da
ΔE to the lowest compared entry with this formula, charge and spin	58.55	kcal per mole
HOMO energy	-8.7985	eV
E	-5227.1487	Eh
HOMO-LUMO gap	8.836	eV
max |F|	3.45	eV Å⁻¹

---

2.
Formula: C21H62O10
Source: OMol25
Level of theory: ωB97M-V/def2-TZVPD

```
93
Properties=species:S:1:pos:R:3:forces:R:3:mulliken_spin:R:1
C -3.17995 0.35166 -2.92413 -0.19 0.48 0.31 0.0021
C -3.77784 -0.15841 -4.21121 0.56 -0.06 -0.60 0.0011
O -5.07801 0.30257 -4.35043 -1.66 0.79 0.74 0.0004
H -2.93445 1.40910 -3.02235 0.19 -0.04 -0.15 -0.0011
H -2.28534 -0.20294 -2.64096 0.02 0.02 -0.06 -0.0003
H -3.91479 0.30732 -2.12029 -0.14 -0.36 0.12 -0.0002
H -3.78504 -1.24839 -4.21096 0.36 -0.16 -0.21 0.0002
H -3.22554 0.27733 -5.04380 0.63 -0.63 -0.08 -0.0001
H -5.43987 0.17522 -5.23046 0.29 -0.16 -0.05 0.0000
C -0.33428 -0.28702 0.93071 0.02 0.15 0.70 0.0062
C 0.31364 0.35292 -0.28266 -0.95 -1.35 -0.52 -0.0007
O 0.29893 1.77085 -0.16923 -0.68 -0.32 0.85 -0.0023
H -0.55087 -1.35217 0.84925 0.30 0.04 -0.44 0.0001
H -1.30480 0.15631 1.15355 -0.28 0.22 -0.20 -0.0056
H 0.22111 -0.15873 1.85978 0.33 0.07 -0.15 0.0000
H -0.25356 0.05453 -1.16433 -0.43 0.13 -0.17 0.0002
H 1.26472 -0.11691 -0.53326 0.55 0.67 0.58 0.0005
H 0.98848 2.13035 -0.73216 0.64 0.55 -0.43 0.0005
C 1.19730 4.84650 -1.23319 0.14 -0.06 -0.62 -0.0064
C 2.20691 4.16316 -2.20319 -0.77 1.50 0.91 0.0007
O 2.38184 2.86600 -1.68620 0.15 -0.66 -0.01 0.0000
H 0.25870 4.29261 -1.21446 -0.04 -0.19 -0.14 0.0055
H 0.92991 5.86190 -1.52570 0.23 0.01 -0.18 0.0001
H 1.54939 4.88652 -0.20240 0.33 -0.10 -0.12 -0.0003
H 3.14040 4.72564 -2.22096 0.18 -0.06 0.26 0.0001
H 1.85889 4.17505 -3.23607 -0.36 -0.27 -0.02 0.0000
H 3.12344 2.44235 -2.12455 0.06 -0.16 -0.03 0.0000
C 3.92315 -0.36277 1.50162 0.07 -0.31 0.29 0.0001
C 3.61323 -1.82039 1.76774 0.89 0.48 -0.63 0.0000
O 4.17515 -2.20300 3.00141 -0.66 -0.42 0.82 0.0000
H 3.48121 -0.06215 0.55166 0.16 0.30 0.03 -0.0001
H 5.00703 -0.24747 1.50575 0.06 0.25 -0.36 0.0000
H 3.55099 0.22218 2.34271 -0.22 0.22 -0.19 -0.0001
H 4.10594 -2.44968 1.02657 -0.42 -0.05 -0.51 0.0000
H 2.53111 -1.94231 1.72045 0.05 -0.51 0.55 0.0000
H 5.08451 -1.89790 3.04109 0.08 0.02 -0.01 0.0000
C -2.56905 3.46208 -1.33738 1.87 0.66 -1.66 0.1277
C -2.94515 2.80979 -0.04260 -1.01 -0.12 1.24 0.0626
O -1.90069 2.95979 0.91829 -3.32 1.10 -0.10 0.7824
H -2.21287 4.48454 -1.21157 -0.27 0.05 0.37 0.0007
H -3.37125 3.48573 -2.07496 -0.32 -0.34 0.45 -0.0035
H -1.72704 2.92111 -1.76921 -0.05 -0.04 -0.17 0.0026
H -3.07840 1.74186 -0.21546 0.50 -0.65 -0.25 0.0234
H -3.93005 3.15171 0.27545 0.55 0.51 0.89 0.0023
H -1.15054 2.44703 0.60855 2.74 -1.27 -1.06 -0.0073
C 1.37760 1.58831 -5.25368 0.22 -0.41 0.73 -0.0001
C 1.02764 0.61202 -4.10923 1.30 1.51 -0.19 0.0000
O 0.09699 -0.31702 -4.46068 -1.33 -0.39 -1.13 0.0000
H 1.67821 1.06560 -6.16171 -0.36 0.08 -0.07 0.0000
H 2.24962 2.15581 -4.92870 0.16 0.08 0.04 0.0000
H 0.59201 2.33016 -5.39719 -0.16 -0.30 -0.38 0.0000
H 0.70726 1.25809 -3.29189 -0.27 0.05 0.51 -0.0001
H 1.94478 0.12621 -3.77617 0.38 -0.11 0.09 0.0000
H 0.01635 -0.98756 -3.77843 0.06 -0.38 0.37 0.0000
C 0.21642 -2.39863 5.13404 -0.27 -0.59 -0.56 0.0000
C 1.50315 -3.24034 5.34429 -1.53 1.50 0.40 0.0000
O 2.57291 -2.31809 5.32651 0.19 -0.33 0.26 0.0000
H -0.70029 -2.98041 5.23042 -0.01 -0.30 0.19 0.0000
H 0.17689 -2.01432 4.11480 0.21 0.21 -0.16 0.0000
H 0.11522 -1.55352 5.81495 0.40 -0.10 0.13 0.0000
H 1.56186 -4.03119 4.59648 0.23 0.00 -0.02 0.0000
H 1.38816 -3.67342 6.33793 0.47 -0.28 0.02 0.0000
H 3.13249 -2.46589 4.56059 0.24 0.01 -0.27 0.0000
C 2.04454 -2.66286 -1.33573 -0.37 0.41 -0.79 0.0001
C 1.08198 -3.13738 -2.44099 0.05 -1.38 1.08 0.0000
O -0.04367 -2.29813 -2.57466 -0.35 1.48 0.26 0.0001
H 1.57728 -2.54281 -0.35831 -0.33 0.04 -0.16 -0.0001
H 2.42737 -1.70392 -1.68496 0.32 0.15 0.34 -0.0001
H 2.87828 -3.34687 -1.17729 -0.03 -0.06 -0.37 0.0000
H 0.68799 -4.10444 -2.12848 0.29 -0.35 -0.30 0.0000
H 1.58896 -3.22498 -3.40193 0.10 -0.05 0.04 0.0000
H -0.87263 -2.75905 -2.72292 0.20 -0.45 0.01 0.0000
C 0.40694 1.81862 3.65998 -0.03 0.96 0.15 0.0001
C 0.75962 2.94773 4.66377 -0.30 -1.17 0.46 0.0014
O 2.06750 2.72903 5.14657 0.82 0.51 -0.54 0.0045
H 1.03044 1.92882 2.77275 0.16 0.01 0.00 0.0004
H -0.62769 1.87279 3.32130 -0.22 -0.03 0.14 0.0013
H 0.59184 0.82865 4.07696 -0.08 0.00 0.16 0.0006
H 0.17537 2.94619 5.58395 -0.95 -0.15 -0.34 0.0003
H 0.64351 3.94250 4.23359 0.46 -0.06 -0.15 -0.0001
H 2.10020 1.81240 5.42997 0.16 -0.08 0.15 -0.0002
C -3.63623 -2.10018 1.10540 0.88 -0.09 0.15 0.0007
C -2.66105 -3.02204 0.29893 -1.67 1.06 1.72 -0.0005
C -1.84824 -3.91196 1.23011 0.66 -0.73 -0.95 0.0000
O -3.47047 -3.77904 -0.55114 -0.13 -0.96 -0.86 0.0000
H -4.32660 -2.65611 1.73977 0.35 -0.53 0.13 0.0001
H -4.32717 -1.50788 0.50550 0.43 0.32 -0.46 0.0000
H -3.03815 -1.47204 1.76559 -0.22 0.29 0.04 -0.0005
H -1.97910 -2.44687 -0.32735 0.08 0.35 0.09 0.0005
H -1.24714 -3.42248 1.99639 -0.29 0.33 0.01 0.0000
H -1.13583 -4.39411 0.56070 0.33 -0.22 0.07 0.0000
H -2.39066 -4.75482 1.65843 -0.42 0.38 0.14 0.0000
H -4.37132 -3.45770 -0.46857 0.00 -0.19 -0.14 0.0000
```
Positions in Å, forces in eV/Å.

Values from the calculation:
lowest unoccupied orbital energy (alpha / beta)	-2.23 / -9.15	eV
M	474.72	Da
ΔE to the lowest compared entry with this formula, charge and spin	56.20	kcal per mole
HOMO energy (alpha / beta)	-11.5242 / -11.5242	eV
E	-1589.2302	Eh
HOMO-LUMO gap (alpha / beta)	9.295 / 2.374	eV
spin multiplicity	2
net charge	+1
max |F|	3.50	eV Å⁻¹

---

Question: The lowest E belongs to which entry?
Answer: C21H61NO10S9